50
Properties=species:S:1:pos:R:3 method="wB97M-V/def2-TZVPD" total_charge=+4 total_energy_ev=-82670.6472 multiplicity=7 s2=12.04
I -0.75500 -4.13024 -1.35358
I -0.75428 -3.40467 -3.97082
Pm -0.03401 0.70782 -2.92489
Au 0.10211 -0.05577 -0.04222
S 1.30552 -0.91732 -1.84146
S -1.71068 -0.43342 -1.70716
C 1.43459 0.19733 1.21751
C 3.11972 -0.65437 -1.81758
C -3.33015 0.38682 -1.49239
C 3.58790 -1.01054 -3.21664
C 3.52730 0.75949 -1.42819
C 3.59856 -1.67349 -0.80903
C -4.01870 0.21580 -2.83606
C -3.23532 1.85008 -1.08990
C -4.00474 -0.44943 -0.43117
C 1.46760 1.65354 -4.01298
C -1.25928 2.09534 -3.87562
O 2.25591 0.31177 1.99044
O 2.29777 2.17262 -4.63976
O -1.93965 2.85941 -4.42558
H 3.22154 -0.30398 -3.98084
H 3.25816 -2.02123 -3.50219
H 4.68665 -0.98780 -3.23963
H 3.16473 1.51495 -2.14802
H 4.63365 0.81095 -1.42562
H 3.17411 1.03848 -0.43179
H 3.24746 -1.46438 0.20724
H 4.70096 -1.66587 -0.79137
H 3.27254 -2.68936 -1.08118
H -5.05180 0.58179 -2.75282
H -4.05152 -0.84260 -3.13683
H -3.52554 0.78459 -3.64255
H -4.26232 2.24472 -0.98099
H -2.72353 2.46322 -1.85182
H -2.71486 1.98492 -0.13587
H -5.03972 -0.09660 -0.30315
H -3.50478 -0.37633 0.54455
H -4.03976 -1.51120 -0.71596
C -0.73076 -1.60795 2.53867
N -1.41979 -0.36038 2.96197
C -1.90979 -0.37676 4.37266
C -1.66870 0.67334 2.31224
O -1.24829 0.99405 1.08337
H -1.39170 -2.45982 2.68020
H 0.19069 -1.74337 3.10611
H -0.50225 -1.58057 1.44563
H -1.44345 0.45873 4.90003
H -2.99593 -0.23584 4.35524
H -1.66701 -1.30227 4.87213
H -2.27286 1.51738 2.65086

***

9
Properties=species:S:1:pos:R:3 method="wB97M-V/def2-TZVPD" total_charge=+1 total_energy_ev=-49022.3095 multiplicity=2 s2=0.76
O 0.13067 1.16803 -0.52627
Cu 2.16343 1.17091 -0.16414
Li -0.69998 2.09364 -1.78000
C -0.45786 0.05832 0.34742
C 0.18067 -1.25728 0.22951
H -1.52471 -0.03041 0.04251
H -0.44926 0.39493 1.40106
H -0.07647 -1.90534 -0.61497
H 0.73351 -1.69280 1.06488

***

32
Properties=species:S:1:pos:R:3 method="wB97M-V/def2-TZVPD" total_energy_ev=-154862.4239 smiles=c1ccccc1.c1ccccc1.BrCCBr
Br -4.67477 -0.57561 1.44383
C -2.75507 -0.78069 1.22700
C -2.33189 -0.88898 -0.22994
Br -3.01436 -2.58655 -0.97459
H -2.44291 -1.65603 1.78550
H -2.31524 0.12340 1.64384
H -1.25842 -0.94182 -0.36097
H -2.73408 -0.04086 -0.77810
C 0.15335 3.78489 0.25043
C 1.13727 3.14622 -0.48110
C 0.79507 2.23967 -1.47196
C -0.55568 1.97414 -1.72639
C -1.52263 2.59141 -0.94741
C -1.18931 3.49860 0.06069
H 0.47988 4.50147 0.99711
H 2.16685 3.42942 -0.29733
H 1.57268 1.79867 -2.08316
H -0.73529 1.25755 -2.51712
H -2.57622 2.38891 -1.10946
H -1.95325 3.97700 0.65464
C 2.24784 -0.92982 0.12836
C 1.27390 -1.61622 -0.58323
C 0.99508 -2.96034 -0.32413
C 1.72616 -3.59390 0.67418
C 2.72512 -2.92571 1.38166
C 2.94816 -1.58569 1.13462
H 2.36079 0.13998 0.01003
H 0.69760 -1.06666 -1.31946
H 0.25193 -3.49553 -0.89654
H 1.48314 -4.62653 0.89811
H 3.29171 -3.46942 2.12511
H 3.75260 -1.11100 1.68575

***

9
Properties=species:S:1:pos:R:3 method="wB97M-V/def2-TZVPD" total_energy_ev=-19885.2455
C -0.45473 0.53772 0.98245
C 0.29949 1.06696 -0.17958
C 0.60623 0.00249 -1.22615
H -1.82901 0.66342 0.74838
H 0.00952 0.92952 2.21484
H 1.35000 1.65211 0.05218
N 0.65735 -0.98274 -2.00909
F -0.56932 2.07762 -0.78170
Cl -0.10082 -1.45338 1.21313

***

18
Properties=species:S:1:pos:R:3 method="wB97M-V/def2-TZVPD" total_energy_ev=-9698.1545
C 0.69500 0.36411 -0.17078
C -2.30025 0.80749 -0.52140
N -0.03590 -0.81851 -0.30809
N -1.30752 0.37531 0.42151
N 2.09507 -0.18959 -1.10093
N 0.30917 -1.77536 0.54696
N 1.20346 0.68683 1.13357
H -1.55249 0.02961 1.34318
H 0.41761 1.15480 -0.85813
H 0.56502 -1.48222 1.49203
H -0.16278 -2.65404 0.39731
H 2.82666 -0.68376 -0.59355
H 1.86255 -0.83315 -1.85460
H 2.20688 0.55255 1.16373
H 0.94522 1.63445 1.37782
H -1.88108 1.01182 -1.51056
H -2.79612 1.75210 -0.25779
H -3.09049 0.06758 -0.70029

***

35
Properties=species:S:1:pos:R:3 method="wB97M-V/def2-TZVPD" total_energy_ev=-18216.9040 smiles=C[C@H](N)CNCCN.O.O.O.O
N -0.53872 0.93490 1.75742
C 0.46979 -0.07523 1.53766
C 1.08774 -0.82922 2.72952
C -0.07366 -1.02673 0.42466
N 0.02471 -0.46475 -0.90323
C -1.10681 -0.83952 -1.83026
C -2.02818 0.39071 -2.06984
N -3.06818 0.71537 -1.11368
H -1.47458 0.56851 1.81977
H -0.25067 1.68127 2.36673
H 1.30806 0.48256 1.06652
H 1.46340 -1.82980 2.45433
H 1.83576 -0.25461 3.26739
H 0.37285 -1.13464 3.51966
H -1.08202 -1.34047 0.68753
H 0.45283 -1.99774 0.30747
H -0.17953 0.52893 -0.87806
H -1.58816 -1.79608 -1.57223
H -0.63399 -1.09720 -2.78392
H -2.44059 0.35720 -3.08493
H -1.43644 1.31738 -2.23172
H -3.65421 -0.10378 -1.01593
H -2.70329 1.03527 -0.22770
H 3.64676 -1.69326 -1.74166
H 2.33686 -1.52557 -2.33035
O 3.22468 -1.17402 -2.42402
H -1.42485 -1.91665 2.49165
H -1.22193 -3.48506 2.07118
O -1.27825 -2.81224 2.76082
H -0.81865 2.42963 -0.13890
H 0.53831 2.92598 0.42087
O -0.21451 3.16707 -0.14741
H 2.71027 1.45913 -0.16141
H 2.34195 1.84446 -1.65347
O 2.88429 2.04356 -0.90310

***

24
Properties=species:S:1:pos:R:3 method="wB97M-V/def2-TZVPD" total_energy_ev=-16131.4784 smiles="Cc1ccccc1[C@]1(O)CC(=O)N1"
C 2.34290 0.92480 1.22195
C 2.90152 -0.22568 0.69596
C 1.06517 1.26666 0.87628
C 2.28538 -0.95606 -0.24359
C 0.40461 0.43006 0.08403
C 0.99463 -0.66932 -0.67687
C -2.96048 -0.07107 0.76701
C -2.06882 1.18760 0.94293
C -1.13009 0.68743 -0.07750
C 0.31425 -1.68333 -1.50750
N -2.08388 -0.63168 -0.09320
O -4.05980 -0.28038 1.19120
O -1.20973 1.39019 -1.26027
H 2.93790 1.63752 1.87452
H 3.88907 -0.62263 1.10707
H 0.59232 2.17381 1.18013
H 2.85600 -1.65285 -0.81512
H -2.60996 2.07281 0.46833
H -1.99674 1.41834 2.03894
H 0.94846 -2.24560 -2.11073
H -0.05235 -2.40957 -0.87840
H -0.44681 -1.29716 -2.06122
H -2.09028 -1.38754 -0.71147
H -0.82328 0.94365 -2.01249

***

20
Properties=species:S:1:pos:R:3 method="wB97M-V/def2-TZVPD" total_charge=+1 total_energy_ev=-17959.2471 multiplicity=3 s2=2.01
C 0.29008 -0.10333 0.03079
C -2.17615 -0.31479 -0.11538
C 1.00550 0.71875 1.06064
C 2.13655 1.31045 0.17600
C 2.35761 0.20117 -0.85707
N -3.24376 -1.08670 0.27502
N -2.15519 0.85332 -0.70472
N 1.10728 -0.47117 -0.88273
O -2.89342 -2.21195 0.86411
O -4.36619 -0.81568 -0.09847
O -1.06713 1.40634 -0.84004
O -0.89023 -0.81779 0.28498
H 0.44198 1.67701 1.41717
H 1.58128 0.11430 1.75448
H 1.80041 2.10679 -0.36130
H 3.06166 1.44792 0.69974
H 2.77203 0.64754 -1.77172
H 3.03564 -0.64561 -0.41565
H 0.94672 -1.20072 -1.52400
H -3.74467 -2.81586 1.00817